The following is a DFT calculation (ωB97M-V with the def2-TZVPD basis set) of the molecule C15H16OS2 at a distorted geometry.

Properties
SMILES = C[C@@]12CCC3=C(SCc4sccc43)C1=CC[C@H]2O
LUMO = 0.262 eV

CARTESIAN COORDINATES (ANGSTROEM)
C 2.7145 -2.4888 -1.1341
C 1.1966 -0.7758 1.0224
H -0.8340 2.7568 -1.4063
H 3.9781 -3.8246 -2.0848
H -0.9766 -1.6372 -3.0171
H -2.7282 -0.1626 1.1403
C 3.0588 -3.2910 -2.1886
C -1.5307 3.0335 0.7639
S 2.0965 -2.9074 -3.6770
H 0.9407 -1.8256 1.2734
S -0.2916 0.6593 -2.6641
H -1.0219 4.0610 0.9611
C 1.0884 -1.7091 -2.7420
H -2.6446 3.2652 0.6091
H 0.5074 -0.0384 2.9334
C 1.5680 -1.6637 -1.4015
H -0.4766 2.6529 2.5031
H -3.2598 1.7412 2.2943
H 3.2023 -2.4424 -0.1830
H -0.0734 -0.9832 -4.3830
C -0.1491 -1.0582 -3.2852
H 2.2824 -0.6404 1.1923
C -0.8068 0.7943 1.4007
H -1.3764 -1.3132 1.1408
O -2.4626 2.0964 2.8353
C 0.5490 0.3344 1.9200
H 1.1476 1.2842 2.0081
C -1.8213 -0.4014 1.5841
C 0.9920 -0.6533 -0.4969
C -1.3181 2.1095 1.9552
C -1.0393 2.3276 -0.4579
H -2.1450 -0.7733 2.5651
C 0.2063 0.3571 -0.9451
C -0.5725 1.1160 -0.0362